18
Properties=species:S:1:pos:R:3:mulliken_spin:R:1 method="wB97M-V/def2-TZVPD" relative_energy_kcal_mol=27.5 lumo_ev="-2.9 / -7.9" total_charge=+1 largest_force_ev_per_a=7.15 multiplicity=3 energy_ha=-306.19478
C 0.277 2.053 -0.557 0.6475
C 0.183 0.627 1.249 -0.0288
C 0.007 -0.245 -0.014 -0.0341
C -1.391 -0.733 -0.293 0.0448
C 1.085 -1.343 -0.327 0.0322
N 0.158 2.031 0.748 0.5794
N 0.148 0.863 -1.062 0.6638
H 0.179 2.938 -1.156 0.0316
H -0.531 0.543 2.088 0.0419
H 1.219 0.371 1.865 0.0562
H -2.037 0.027 -0.744 0.0024
H -1.974 -1.025 0.607 0.0063
H -1.293 -1.748 -0.812 -0.0045
H 0.731 -1.968 -1.159 0.0013
H 1.390 -1.977 0.530 0.0042
H 2.147 -0.938 -0.504 -0.0014
H 0.562 2.697 1.324 -0.0157
H -0.161 0.657 -2.050 -0.0268

=====

19
Properties=species:S:1:pos:R:3:mulliken_charge:R:1 method="wB97M-V/def2-TZVPD" relative_energy_kcal_mol=20.9 lumo_ev=3.7 total_charge=-1 largest_force_ev_per_a=2.06 energy_ha=-381.81194
H -3.818 -0.160 1.682 0.1865
N -3.354 -0.384 0.809 -0.7374
C -2.116 -0.228 0.593 0.1441
N -1.139 -0.134 1.544 -0.3530
C 0.301 0.007 1.218 -0.2538
C 0.497 0.976 0.039 -0.9806
C 0.894 0.450 -1.385 -0.4039
C 1.860 -0.800 -1.449 -0.1921
O 1.366 -1.754 -2.268 -0.9103
H -1.745 -0.152 -0.423 0.3646
H -1.446 -0.395 2.453 0.1720
H 0.742 -0.956 0.976 0.2846
H 0.740 0.484 2.089 0.2647
H 1.328 1.641 0.298 0.3546
H -0.356 1.648 -0.087 0.4233
H 1.384 1.260 -1.938 0.3642
H 0.030 0.094 -1.943 0.0789
H 2.877 -0.469 -1.816 0.1620
H 1.957 -1.127 -0.389 0.0316

=====

19
Properties=species:S:1:pos:R:3:mulliken_spin:R:1 method="wB97M-V/def2-TZVPD" relative_energy_kcal_mol=22.5 lumo_ev="0.8 / 0.7" largest_force_ev_per_a=2.16 multiplicity=2 energy_ha=-381.76183
C -0.757 -2.015 -1.341 0.0042
C 0.240 -1.051 -0.621 0.0048
C -0.348 0.262 -0.293 0.0324
C -1.242 0.712 0.619 -0.0011
N -1.203 2.104 0.664 0.1688
C -0.277 2.578 -0.235 0.6583
N 0.269 1.433 -0.838 0.1395
H -1.341 -2.533 -0.562 0.0002
H -0.195 -2.836 -1.819 -0.0024
H -1.312 -1.543 -2.151 0.0016
H 1.171 -0.925 -1.174 0.0031
H 0.341 -1.550 0.355 -0.0038
H -1.796 0.377 1.497 -0.0068
H -1.829 2.679 1.183 -0.0157
H -0.075 3.614 -0.450 -0.0083
H 1.249 1.322 -1.062 0.0233
H 2.936 -1.386 1.898 -0.0001
H 2.122 -0.172 2.319 -0.0002
O 2.047 -1.069 2.011 0.0020

=====

19
Properties=species:S:1:pos:R:3:mulliken_charge:R:1 method="wB97M-V/def2-TZVPD" relative_energy_kcal_mol=13.2 lumo_ev=-2.9 total_charge=+1 largest_force_ev_per_a=2.48 energy_ha=-381.64291
C 0.091 -1.592 -2.095 -1.1562
C 0.736 -1.088 -0.805 -0.3386
C -0.094 -0.048 -0.128 0.3212
C -0.962 -0.282 0.924 -0.4974
N -1.574 0.897 1.176 0.0196
C -1.075 1.868 0.417 -0.2923
N -0.142 1.285 -0.356 0.0230
H 0.547 -1.201 -3.007 0.3091
H -0.939 -1.227 -2.201 0.3483
H -0.018 -2.667 -2.204 0.3318
H 1.716 -0.639 -0.956 0.3796
H 0.835 -1.950 -0.147 0.2776
H -1.254 -1.189 1.421 0.4345
H -2.276 1.144 1.838 0.1889
H -1.489 2.857 0.425 0.4140
H 0.353 1.815 -1.057 0.2240
H 2.137 1.393 2.330 0.2915
H 1.945 -0.114 2.251 0.3168
O 1.463 0.739 2.175 -0.5955

=====

19
Properties=species:S:1:pos:R:3:mulliken_charge:R:1 method="wB97M-V/def2-TZVPD" relative_energy_kcal_mol=92.4 lumo_ev=-4.2 smiles="CC1=[N+](CN)OCC1" total_charge=+1 largest_force_ev_per_a=3.65 energy_ha=-381.51679
C -0.546 -2.183 -0.439 -1.0864
C 0.150 -0.898 -0.090 0.4998
N -0.312 0.278 0.311 0.1788
C -1.749 1.096 0.194 -0.2947
N -1.639 2.238 0.916 -0.4994
O 0.758 1.340 0.284 -0.3129
C 1.939 0.617 -0.071 -0.4284
C 1.621 -0.821 -0.486 -0.6274
H -0.575 -2.791 0.531 0.3092
H 0.173 -2.660 -1.066 0.3680
H -1.495 -2.044 -0.962 0.3835
H -2.575 0.492 0.704 0.3127
H -1.965 1.131 -0.877 0.3077
H -0.898 2.890 0.673 0.2833
H -1.841 2.110 1.947 0.2654
H 2.474 0.664 0.857 0.3106
H 2.463 1.128 -0.981 0.2511
H 1.758 -1.073 -1.519 0.4187
H 2.259 -1.515 0.073 0.3605

=====

19
Properties=species:S:1:pos:R:3:mulliken_charge:R:1 method="wB97M-V/def2-TZVPD" relative_energy_kcal_mol=3.8 lumo_ev=-3.1 smiles="NC(=O)[C@H]1CCC[NH2+]1" total_charge=+1 largest_force_ev_per_a=1.95 energy_ha=-381.65785
N -0.828 1.148 2.548 -0.3357
C -1.009 0.432 1.436 0.3029
O -1.994 -0.264 1.225 -0.6365
C -0.009 0.545 0.300 -0.0258
C 1.067 -0.539 0.328 -0.6554
C 1.344 -0.688 -1.193 -0.6126
C -0.071 -0.791 -1.722 -0.6320
N -0.786 0.314 -0.975 -0.0713
H 0.028 1.648 2.725 0.2138
H -1.500 1.114 3.299 0.2756
H 0.475 1.506 0.201 0.3924
H 0.695 -1.530 0.585 0.3350
H 1.977 -0.279 0.860 0.3502
H 1.883 0.165 -1.616 0.3071
H 1.923 -1.570 -1.476 0.3661
H -0.556 -1.733 -1.475 0.3248
H -0.126 -0.661 -2.800 0.3601
H -1.733 0.055 -0.665 0.3727
H -0.780 1.128 -1.585 0.3685

=====

19
Properties=species:S:1:pos:R:3:mulliken_charge:R:1 method="wB97M-V/def2-TZVPD" relative_energy_kcal_mol=49.8 lumo_ev=-4.0 smiles="CC(C)C(=O)C(N)=[NH2+]" total_charge=+1 largest_force_ev_per_a=5.54 energy_ha=-381.58454
C 1.605 -0.785 1.643 -1.3255
C 0.481 -0.910 0.551 0.6326
C -0.635 -1.774 1.070 -1.5176
C -0.029 0.424 -0.066 0.2366
O -1.112 0.838 -0.289 -0.4440
C 1.295 1.258 -0.875 0.4774
N 0.807 1.681 -2.024 -0.3681
N 2.459 1.339 -0.385 -0.2020
H 1.172 0.071 2.195 0.4270
H 1.659 -1.755 2.058 0.4017
H 2.550 -0.498 1.190 0.2225
H 0.867 -1.385 -0.398 0.2726
H -0.114 -2.476 1.632 0.3859
H -1.394 -1.332 1.625 0.3931
H -1.160 -2.153 0.264 0.4442
H -0.180 1.340 -2.347 0.2697
H 1.283 2.200 -2.763 0.2287
H 2.529 1.041 0.538 0.2009
H 3.234 1.845 -0.799 0.2643

=====

19
Properties=species:S:1:pos:R:3:mulliken_charge:R:1 method="wB97M-V/def2-TZVPD" relative_energy_kcal_mol=61.7 lumo_ev=-3.4 smiles="C=C[C@@](C)(O)C(N)=[NH2+]" total_charge=+1 largest_force_ev_per_a=6.34 energy_ha=-381.56557
C 1.937 -1.343 -1.229 -0.8358
C 0.792 -0.663 -1.122 -0.2511
C -0.043 -0.523 0.128 1.0381
C -1.423 -0.935 -0.046 -1.8568
O 0.625 -1.031 1.220 -0.5754
C -0.050 1.354 0.325 0.4611
N -1.068 1.873 -0.279 -0.3107
N 0.672 1.716 1.289 -0.2793
H 2.516 -1.246 -2.141 0.2986
H 2.575 -1.877 -0.415 0.2355
H 0.332 -0.284 -2.033 0.3300
H -1.819 -0.505 -1.048 0.4713
H -1.472 -1.994 -0.125 0.4768
H -2.031 -0.669 0.814 0.4433
H -0.107 -1.394 1.853 0.3946
H -1.713 1.263 -0.835 0.1629
H -1.537 2.689 0.069 0.2628
H 1.367 1.083 1.665 0.2727
H 0.445 2.488 1.911 0.2614

=====

19
Properties=species:S:1:pos:R:3:mulliken_charge:R:1 method="wB97M-V/def2-TZVPD" relative_energy_kcal_mol=61.8 lumo_ev=-4.5 smiles="CC1(C)C=[NH+][C@@H](O)N1" total_charge=+1 largest_force_ev_per_a=5.24 energy_ha=-381.56544
C 0.664 0.331 1.965 -1.5327
C -0.052 -0.023 0.606 1.7020
C -1.400 -0.701 0.785 -1.3973
C -0.339 1.173 -0.211 -0.7125
N -0.117 1.013 -1.434 -0.0324
C 0.474 -0.359 -1.732 -0.0876
O 1.575 -0.212 -2.510 -0.5076
N 0.812 -0.822 -0.283 -0.5955
H 0.247 -0.468 2.662 0.3363
H 0.160 1.155 2.419 0.4110
H 1.687 0.327 1.913 0.4203
H -1.335 -1.616 0.235 0.3771
H -2.237 -0.176 0.348 0.3700
H -1.652 -0.932 1.893 0.3369
H -0.719 2.106 0.122 0.4933
H -0.533 1.665 -2.206 0.3282
H -0.153 -1.073 -2.269 0.3805
H 2.265 0.479 -2.247 0.3578
H 0.650 -1.866 -0.056 0.3523

=====

19
Properties=species:S:1:pos:R:3:mulliken_charge:R:1 method="wB97M-V/def2-TZVPD" relative_energy_kcal_mol=141.8 lumo_ev=-3.7 total_charge=+1 largest_force_ev_per_a=5.42 energy_ha=-381.43795
C 1.184 1.456 1.016 0.7831
C -1.574 -0.223 -0.463 -0.4953
C -0.395 -0.346 0.436 -0.1981
C 1.121 2.311 -0.066 -0.6944
C 0.337 -1.313 -1.790 -0.7095
N -0.537 -1.200 -0.656 -0.2557
N -0.536 -1.192 1.768 -0.2772
O 1.474 1.065 2.058 -0.2935
H -2.493 -0.725 -0.119 0.2556
H -1.753 0.660 -1.102 0.2333
H 0.958 1.743 -1.018 0.1975
H 2.083 2.937 -0.016 0.3616
H 0.105 2.970 0.062 0.3052
H -0.047 -1.890 -2.610 0.3014
H 0.433 -0.284 -2.139 0.2135
H 1.403 -1.790 -1.640 0.2323
H -1.359 -1.083 2.318 0.3135
H 0.094 -0.836 2.475 0.3242
H -0.500 -2.259 1.486 0.4025

=====

19
Properties=species:S:1:pos:R:3:mulliken_charge:R:1 method="wB97M-V/def2-TZVPD" relative_energy_kcal_mol=96.8 lumo_ev=-4.6 smiles="C=[N+](C)[C@@H]1[C@@H](N)[C@H]1O" total_charge=+1 largest_force_ev_per_a=4.07 energy_ha=-381.50965
C -0.917 -1.938 -0.592 -0.1067
N -0.746 -0.701 -0.806 0.1692
C -0.802 -0.097 -2.131 -0.7133
C -0.449 0.214 0.245 -0.3734
C 1.088 0.543 0.538 -0.1774
N 1.546 1.854 0.484 -0.5415
C 0.218 -0.101 1.585 -0.0710
O -0.154 0.483 2.735 -0.5151
H -0.810 -2.609 -1.436 0.2335
H -0.853 -2.331 0.472 0.2330
H -0.972 -0.939 -2.847 0.2439
H 0.104 0.465 -2.221 0.3591
H -1.526 0.707 -2.289 0.3209
H -1.087 1.062 0.223 0.4561
H 1.794 -0.257 0.183 0.3343
H 0.918 2.621 0.941 0.2889
H 1.952 2.091 -0.451 0.2724
H 0.362 -1.297 1.840 0.1996
H 0.334 0.230 3.525 0.3877

=====

19
Properties=species:S:1:pos:R:3:mulliken_spin:R:1 method="wB97M-V/def2-TZVPD" relative_energy_kcal_mol=173.7 lumo_ev="-10.9 / -13.3" total_charge=+2 largest_force_ev_per_a=4.22 multiplicity=2 energy_ha=-380.89156
N -2.016 0.967 -1.007 0.8697
C -0.758 0.244 -0.551 -0.1148
C 0.412 1.186 -0.303 0.0937
C 1.722 0.819 0.401 0.3792
C 2.725 -0.049 0.056 0.3509
C -1.191 -0.698 0.703 0.1119
N -0.462 -1.919 0.526 -0.0385
O -2.538 -0.762 0.689 -0.7954
H -2.768 0.394 -0.582 -0.0075
H -2.094 1.175 -1.997 -0.0187
H -0.898 -0.266 1.708 -0.0758
H -0.359 -0.627 -1.286 0.0870
H -0.070 2.006 0.256 -0.0127
H 0.537 1.604 -1.325 0.0680
H 2.081 1.496 1.157 0.0412
H 2.740 -0.530 -0.906 0.0355
H 3.551 -0.403 0.641 0.0154
H -1.071 -2.654 0.866 0.0007
H 0.457 -1.981 0.952 0.0103

=====

20
Properties=species:S:1:pos:R:3:mulliken_charge:R:1 method="wB97M-V/def2-TZVPD" relative_energy_kcal_mol=114.3 lumo_ev="3.7 / 3.7" total_charge=-1 largest_force_ev_per_a=3.38 energy_ha=-456.90939
C -1.546 0.504 1.631 -1.3709
C 0.987 -0.038 1.685 -1.6198
C 0.404 -1.936 -1.607 -0.8897
C -0.304 -0.245 0.868 1.1395
C -0.251 0.303 -0.556 -0.6022
N 0.762 1.120 -0.844 -0.3629
N 0.819 1.662 -2.035 0.8386
O 0.021 1.251 -2.921 -0.6766
O 1.585 2.574 -2.203 -0.7191
H -2.153 1.121 0.978 0.3700
H -1.278 1.098 2.455 0.3837
H -2.252 -0.269 1.964 0.3035
H 1.200 0.999 1.683 0.4046
H 1.973 -0.426 1.281 0.3009
H 0.956 -0.330 2.756 0.3921
H -0.652 -2.197 -1.201 0.1544
H 0.270 -1.896 -2.691 0.2882
H 1.330 -2.358 -1.181 0.1802
H -0.560 -1.321 0.778 0.2545
H -1.312 0.386 -0.842 0.2311